# C7H12N2O6

A molecular structure, C7H12N2O6 at a distorted geometry (ωB97M-V/def2-TZVPD, OMol25).

```
27
C7H12N2O6 | OMol25 | ωB97M-V/def2-TZVPD
C -1.9479 -0.7878 0.4709
C -0.4998 -0.8742 0.1663
C -2.7460 -0.8657 -0.8098
C 1.5275 0.6307 0.5890
C 0.8926 1.9462 -0.0082
C 2.4442 0.1031 -0.5545
C 3.1544 -1.1172 0.0222
H -1.2224 1.5117 0.8963
H -3.5486 0.9724 1.0752
H -2.2412 -1.6858 1.1430
H -2.3985 -1.6701 -1.3461
H -2.5442 0.1525 -1.3410
H -4.1426 -0.2368 0.4426
H -0.0090 0.2272 1.8555
H 2.0909 0.9514 1.5274
H 1.6897 -0.1201 -1.4725
H 3.2779 0.7760 -0.8499
H 1.8070 -2.1338 -0.5276
H 1.7222 3.2665 -1.7178
N -2.1335 0.5461 1.3073
N 0.3085 -0.2260 1.0953
O 0.0543 -1.5554 -0.7062
O -4.1035 -0.9724 -0.5703
O -0.3070 2.1374 -0.1831
O 4.0579 -1.0712 0.7600
O 2.9072 -2.4573 -0.4214
O 1.9097 2.5525 -0.8425
```

Computed properties:
Highest occupied orbital energy, eV: -9.70
Energy above the lowest of the compared OMol25 structures with the same formula, charge and spin, kJ/mol: 909.31
E_tot, hartree: -834.61034

---

# C5H12OSi2

A single C5H12OSi2 molecule at a distorted geometry (ωB97M-V/def2-TZVPD, OMol25).

```
20
C5H12OSi2 | OMol25 | ωB97M-V/def2-TZVPD
C 0.5932 0.0308 -0.3725
C 1.7046 -0.1245 -1.2657
C 0.3191 -0.8157 0.9016
C -1.0092 -1.6157 0.6691
C -0.1862 1.2762 -0.4564
O -1.2312 -2.0287 -0.6387
Si -0.1447 -1.2444 -1.7526
Si 0.1922 2.5120 0.9806
H 1.1391 -1.5840 1.2396
H 0.1209 -0.1350 1.7817
H -0.8491 -2.5766 1.2913
H -1.8390 -1.0090 0.8399
H -0.2600 1.7411 -1.4860
H -1.2150 1.0005 -0.3609
H 2.1834 -1.0119 -0.7624
H -1.0675 -0.4711 -2.4974
H 0.6952 -2.4066 -2.4452
H 0.8293 3.9394 0.8334
H 1.0797 1.6181 1.8238
H -1.0549 2.9051 1.6768
```

Computed properties:
Highest occupied orbital energy, eV: -9.01
Energy above the lowest of the compared OMol25 structures with the same formula, charge and spin, kJ/mol: 449.37
E_tot, hartree: -851.77319